122
Properties=species:S:1:pos:R:3:lowdin_charge:R:1 method="wB97M-V/def2-TZVPD" homo_ha="-0.5740 / -0.5740" lumo_ev="-11.195 / -11.194" energy_ev=-175891.644 charge=+3
Ce 0.074 0.811 -1.565 1.2277
O -0.561 -1.577 -0.672 -0.1781
H -1.130 -2.205 -0.149 0.1315
H 0.330 -2.011 -0.648 0.0010
C 5.179 -2.163 3.363 -0.1040
C 5.858 -2.921 2.216 -0.2528
C 4.937 -3.820 1.392 -0.1741
C 3.686 -3.014 1.031 -0.1779
N 2.781 -3.604 0.068 0.0065
C 2.347 -3.041 -1.131 -0.4908
Se 2.621 -1.159 -1.503 0.8439
N 1.495 -3.893 -1.809 -0.0204
C 1.011 -3.737 -3.163 -0.1562
C 1.317 -4.891 -4.108 -0.1540
C 2.463 -4.711 -5.146 -0.2512
C 2.411 -3.660 -6.225 -0.0989
C 1.245 -4.988 -0.963 -0.1531
C 0.444 -6.101 -1.057 -0.0001
C 0.449 -7.093 -0.051 -0.0164
C 1.344 -6.965 1.014 -0.0367
C 2.099 -5.819 1.122 -0.0015
C 2.120 -4.852 0.149 -0.1216
H 5.964 -1.770 4.009 0.0822
H 4.612 -2.856 3.983 0.0821
H 4.611 -1.303 2.986 0.0683
H 6.630 -3.569 2.616 0.1124
H 6.412 -2.216 1.576 0.1195
H 4.721 -4.748 1.954 0.1132
H 5.446 -4.121 0.457 0.1317
H 4.047 -2.080 0.603 0.0766
H 3.110 -2.727 1.932 0.1357
H 1.507 -2.811 -3.541 0.0917
H -0.064 -3.465 -3.196 0.1359
H 0.421 -4.998 -4.748 0.1295
H 1.477 -5.794 -3.491 0.1135
H 2.567 -5.704 -5.610 0.1207
H 3.458 -4.581 -4.685 0.1150
H 1.590 -3.775 -6.924 0.0811
H 3.345 -3.681 -6.794 0.0937
H 2.314 -2.667 -5.761 0.0338
H -0.217 -6.166 -1.948 0.1334
H -0.206 -7.949 -0.058 0.1206
H 1.443 -7.737 1.749 0.1213
H 2.686 -5.655 2.046 0.1306
O 1.048 2.587 -1.373 -0.2979
C 0.759 3.115 -2.734 -0.5174
C 1.693 4.301 -2.986 -0.5185
C 1.788 4.953 -4.176 -0.1094
C 2.683 6.068 -4.130 -0.1348
C 3.174 6.209 -2.882 -0.3719
S 2.710 4.983 -1.749 1.0882
C 1.082 1.913 -3.704 -0.5300
C 2.261 1.204 -3.644 -0.1319
C 2.278 0.063 -4.596 -0.1624
C 1.158 -0.026 -5.334 -0.3343
S 0.117 1.330 -5.072 1.1495
C -0.673 3.484 -2.809 -0.4644
C -1.749 2.582 -2.989 -0.2274
C -2.996 3.206 -2.804 -0.1417
C -2.892 4.548 -2.475 -0.3371
S -1.251 5.059 -2.346 1.1708
H 1.246 4.688 -5.103 0.1412
H 2.926 6.708 -5.017 0.1436
H 3.826 7.021 -2.549 0.0930
H 3.050 1.426 -2.946 0.1313
H 3.051 -0.680 -4.599 0.1030
H 0.832 -0.800 -6.079 0.1172
H -1.700 1.622 -3.508 0.0552
H -3.993 2.735 -2.877 0.1391
H -3.711 5.276 -2.296 0.1157
C -2.724 5.927 2.330 -0.1593
C -3.800 5.024 1.641 -0.1720
C -3.222 3.837 0.881 -0.2114
C -2.195 3.110 1.817 -0.4042
C -0.998 4.041 2.087 -0.2164
C -1.284 5.544 1.964 -0.1881
P -1.637 1.325 1.364 1.1552
C -3.252 0.340 1.348 -0.4555
C -4.007 0.241 0.001 -0.2000
C -5.147 -0.844 0.026 -0.1571
C -5.432 -1.289 1.477 -0.1928
C -5.474 -0.106 2.455 -0.1687
C -4.265 0.827 2.390 -0.1941
C -0.979 0.581 3.117 -0.3281
C -1.656 1.054 4.420 -0.2067
C -0.718 1.132 5.630 -0.1963
C 0.278 -0.021 5.674 -0.1891
C 1.216 0.117 4.473 -0.1891
C 0.586 0.820 3.237 -0.2058
H -2.811 5.862 3.421 0.1166
H -2.888 6.981 2.059 0.1181
H -4.319 5.611 0.891 0.1047
H -4.593 4.645 2.334 0.1297
H -2.726 4.165 -0.065 0.0734
H -4.043 3.175 0.563 0.0923
H -2.745 3.000 2.812 0.1124
H -0.188 3.762 1.411 0.0891
H -0.584 3.873 3.105 0.1164
H -1.045 5.774 0.915 0.0954
H -0.610 6.153 2.588 0.1259
H -2.967 -0.706 1.644 0.1101
H -3.299 0.008 -0.821 0.0773
H -4.423 1.226 -0.255 0.0981
H -4.789 -1.701 -0.574 0.1066
H -5.965 -0.494 -0.574 0.1048
H -4.669 -2.033 1.847 0.1218
H -6.411 -1.782 1.564 0.1227
H -5.601 -0.599 3.439 0.1260
H -6.393 0.456 2.327 0.1183
H -3.792 0.907 3.372 0.0827
H -4.565 1.834 2.149 0.0941
H -1.163 -0.508 2.897 0.1099
H -2.401 0.305 4.689 0.1106
H -2.214 1.999 4.359 0.1013
H -1.235 1.186 6.600 0.1284
H -0.143 2.080 5.619 0.1247
H -0.246 -0.966 5.653 0.1122
H 0.807 0.112 6.623 0.1222
H 1.636 -0.843 4.150 0.0967
H 2.104 0.662 4.815 0.1167
H 1.062 0.492 2.309 0.0748
H 0.816 1.918 3.256 0.1119

63
Properties=species:S:1:pos:R:3:lowdin_charge:R:1 method="wB97M-V/def2-TZVPD" multiplicity=3 homo_ha="-0.0015 / -0.0736" lumo_ev="3.867 / 3.867" energy_ev=-134355.517 charge=-2
Ti 0.343 0.060 -0.144 1.1134
O -2.038 3.043 -2.465 -0.0174
C -1.653 2.193 -1.644 -0.4826
N -0.444 1.646 -1.533 0.0196
C 0.486 1.766 -2.569 -0.2086
C 0.171 1.934 -3.923 -0.0233
C 1.158 1.884 -4.893 -0.1254
C 2.478 1.671 -4.530 -0.1288
C 2.812 1.504 -3.196 -0.0280
C 1.826 1.546 -2.204 -0.2012
N 2.020 1.273 -0.842 0.0178
C 3.211 1.451 -0.276 -0.4748
O 4.233 1.962 -0.766 -0.0149
C 3.281 0.959 1.138 -0.1827
C 4.499 0.975 1.809 -0.0073
C 4.570 0.469 3.091 -0.0813
C 3.414 -0.048 3.658 -0.0668
C 2.248 -0.020 2.914 -0.1043
N 2.166 0.490 1.686 0.0796
C -2.679 1.613 -0.709 -0.1913
C -4.006 2.015 -0.790 -0.0077
C -4.952 1.368 -0.016 -0.0783
C -4.540 0.323 0.801 -0.0616
C -3.191 0.009 0.831 -0.1091
N -2.278 0.653 0.114 0.0898
H -0.859 2.099 -4.196 0.0975
H 0.888 2.004 -5.937 0.0830
H 3.255 1.626 -5.286 0.0813
H 3.836 1.340 -2.901 0.0930
H 5.356 1.379 1.288 0.1073
H 5.505 0.462 3.639 0.0941
H 3.417 -0.474 4.653 0.0939
H 1.339 -0.438 3.321 0.1006
H -4.252 2.810 -1.481 0.1068
H -5.996 1.657 -0.054 0.0933
H -5.243 -0.236 1.403 0.0940
H -2.825 -0.806 1.448 0.1009
Cl -0.163 -6.612 -3.440 0.5549
C -0.299 -4.970 -2.822 -0.7056
C -1.427 -4.229 -3.150 -0.1869
C -1.517 -2.925 -2.646 -0.5940
Cl -2.933 -1.981 -3.032 0.6373
C -0.543 -2.335 -1.838 -0.3669
O -0.690 -1.117 -1.403 -0.1934
C 0.617 -3.136 -1.520 -0.1536
C 1.649 -2.625 -0.725 -0.2112
O 1.743 -1.448 -0.183 -0.1998
C 0.703 -4.461 -2.035 -0.1043
H -2.214 -4.634 -3.769 0.0778
H 2.496 -3.297 -0.545 0.1046
H 1.573 -5.062 -1.798 0.0938
Cl -2.443 1.818 6.643 0.5963
C -1.853 1.121 5.153 -0.6908
C -1.369 1.943 4.154 -0.1415
C -0.900 1.386 2.980 -0.5566
Cl -0.297 2.414 1.731 0.8056
C -0.885 -0.012 2.739 -0.5434
O -0.449 -0.562 1.664 -0.2291
C -1.408 -0.791 3.803 -0.5990
Cl -1.449 -2.512 3.577 0.6937
C -1.879 -0.253 4.984 -0.1537
H -1.353 3.018 4.278 0.0999
H -2.263 -0.904 5.757 0.0957